(w)
The following is a DFT calculation (ωB97M-V with the def2-TZVPD basis set) of a cluster of 2 separate species, C5H12Cl in total.

Calculated values
HOMO level (spin up / spin down): -7.459 / -11.559 eV
net charge: 0
2S+1: 2
M: 107.60 g/mol

CARTESIAN COORDINATES (ANGSTROEM)
Cl 1.4766 -1.9006 -0.7359
H 0.8124 -2.1423 0.3214
C -0.7874 -2.5322 2.9979
C 0.4588 -1.8132 3.5256
C -1.7835 -1.6618 2.2519
C -0.6996 -3.9717 2.6306
C 0.7063 -4.6716 2.6490
H 0.4190 -1.5477 4.5980
H 1.4226 -2.2718 3.3512
H 0.5360 -0.8652 2.9763
H -2.6941 -1.3895 2.8369
H -1.2718 -0.7190 1.9840
H -2.1435 -2.0549 1.3012
H -1.3983 -4.6089 3.2005
H -1.0329 -4.0873 1.5843
H 0.6551 -5.7700 2.6871
H 1.3504 -4.4426 1.7984
H 1.2689 -4.4182 3.5497

---

(x)
The following is a DFT calculation (ωB97M-V with the def2-TZVPD basis set) of a cluster of 2 separate species, C5H12Cl in total.

Calculated values
HOMO level (spin up / spin down): -8.163 / -11.517 eV
net charge: 0
2S+1: 2
M: 107.60 g/mol

CARTESIAN COORDINATES (ANGSTROEM)
Cl -1.9179 -1.5534 -5.6363
H -1.8667 -1.2175 -4.4251
C -1.3093 0.1046 0.3646
H -1.8519 1.0294 0.1609
H -1.8529 -0.7986 0.6454
C 0.1566 0.1652 0.5952
C 0.7320 -1.2405 0.3220
C 0.7383 1.2358 -0.3487
C 0.4304 0.5586 2.0518
H 1.6321 -1.4151 0.9244
H -0.0102 -1.9996 0.5778
H 0.9838 -1.3630 -0.7380
H 1.6393 1.6881 0.0773
H 0.9813 0.8092 -1.3299
H 0.0007 2.0240 -0.5051
H 1.5062 0.5817 2.2396
H 0.0253 1.5498 2.2772
H -0.0172 -0.1587 2.7468

---

Relative energies in hartree: (w) 0.0023; (x) 0.0000

---

(w)
The following is a DFT calculation (ωB97M-V with the def2-TZVPD basis set) of a cluster of 2 separate species, CH4N4O in total.

Calculated values
HOMO level: -9.673 eV
net charge: 0
2S+1: 1
M: 88.07 g/mol

CARTESIAN COORDINATES (ANGSTROEM)
C -0.4779 0.8057 -2.2818
N 0.7528 0.0863 1.9095
N 0.1313 0.1560 0.8120
N -0.9811 -0.2726 -2.3432
N 0.6015 0.6422 -0.2732
O -0.2618 1.9186 -2.5154
H 0.0410 -0.2619 2.6504
H -0.8274 0.0111 0.9498
H -1.0508 -0.8224 -1.5325
H 1.5769 0.9191 -0.1633

---

(x)
The following is a DFT calculation (ωB97M-V with the def2-TZVPD basis set) of an isolated molecule of CH4N4O.

Calculated values
HOMO level: -8.809 eV
net charge: 0
2S+1: 1
M: 88.07 g/mol

CARTESIAN COORDINATES (ANGSTROEM)
C -0.3853 1.0458 -0.9022
N -1.0083 -0.8695 0.3427
N -0.6059 -1.9538 1.5318
N 1.1651 -0.3519 0.3666
N -0.0264 -0.1135 -0.0370
O 0.5352 -2.1136 1.7373
H 0.0259 2.0707 -0.5530
H 0.0686 0.6732 -1.8563
H -1.4905 1.1662 -0.7241
H 1.7216 0.4463 0.0942

---

Relative energies in hartree: (w) 0.0000; (x) 0.1105

---

(w)
The following is a DFT calculation (ωB97M-V with the def2-TZVPD basis set) of an isolated molecule of C20H27N3O3S.

Calculated values
HOMO level: -7.991 eV
net charge: 0
2S+1: 1
SMILES: CCN(CCN1CCCC1)C(=O)c1cc(COc2ccccc2SC)on1
M: 389.52 g/mol

CARTESIAN COORDINATES (ANGSTROEM)
C -2.1683 -0.3924 -2.0490
H -1.9061 -0.9595 -1.1588
H -3.2513 -0.3505 -2.1271
H -1.7767 -0.9189 -2.9167
C -1.5950 1.0226 -1.9689
N -0.1475 1.0036 -1.9147
C 0.5610 0.7335 -0.8032
O 1.7774 0.6171 -0.7957
C -0.1732 0.5288 0.4773
N -1.2194 1.2004 0.8885
O -1.5186 0.7679 2.1350
C -0.6385 -0.1806 2.4981
C 0.2536 -0.3775 1.4851
H 1.0819 -1.0509 1.4427
C -0.7916 -0.8234 3.8390
O -0.3155 -2.1435 3.8596
C -0.9218 -3.0794 3.0683
C -2.0395 -2.8768 2.2791
C -2.5531 -3.9239 1.5250
C -1.9548 -5.1668 1.5609
C -0.8358 -5.3809 2.3519
C -0.3133 -4.3456 3.1051
S 1.0998 -4.4486 4.1530
C 1.6235 -6.1799 3.9639
H 1.8901 -6.3799 2.9305
H 0.8386 -6.8478 4.3058
H 2.4988 -6.2883 4.5962
H -0.3807 -6.3575 2.3695
H -2.3530 -5.9804 0.9743
H -3.4245 -3.7553 0.9110
H -2.5247 -1.9142 2.2399
H -1.8437 -0.7646 4.1521
H -0.1793 -0.2953 4.5784
C 0.5720 1.2178 -3.1517
H 0.1244 0.6104 -3.9446
H 1.5989 0.8869 -2.9875
C 0.5610 2.6923 -3.5797
N 0.9826 3.5627 -2.5125
C 2.3891 3.4868 -2.1606
C 2.5744 4.6728 -1.2158
H 3.5925 5.0569 -1.2452
H 2.3530 4.3643 -0.1956
C 1.5414 5.7068 -1.6981
H 0.8971 6.0188 -0.8782
H 2.0176 6.5951 -2.1111
C 0.7339 4.9688 -2.7717
H -0.3371 5.1737 -2.7093
H 1.0830 5.2596 -3.7796
H 2.6136 2.5367 -1.6785
H 3.0313 3.5967 -3.0541
H 1.1973 2.7915 -4.4817
H -0.4561 2.9861 -3.8576
H -1.9813 1.5364 -1.0883
H -1.8872 1.5873 -2.8550

---

(x)
The following is a DFT calculation (ωB97M-V with the def2-TZVPD basis set) of an isolated molecule of C20H27N3O3S.

Calculated values
HOMO level: -7.981 eV
net charge: 0
2S+1: 1
M: 389.52 g/mol

CARTESIAN COORDINATES (ANGSTROEM)
C 8.7371 1.5915 0.8480
C 7.3813 1.0660 0.4899
C 6.3277 1.9416 0.2411
C 5.0708 1.4695 -0.0718
C 4.8393 0.0953 -0.1428
C 5.8880 -0.7880 0.1066
C 7.1418 -0.3016 0.4187
H 7.9499 -0.9936 0.6087
H 5.7122 -1.8518 0.0514
C 3.5211 -0.3906 -0.4775
N 2.4732 0.3370 -0.7426
C 1.4646 -0.5499 -1.0023
C 1.9547 -1.8225 -0.8709
O 3.2657 -1.7163 -0.5423
C 1.3323 -3.1600 -1.0085
H 0.9959 -3.3245 -2.0316
H 2.0572 -3.9247 -0.7453
H 0.4702 -3.2353 -0.3451
C 0.1038 -0.0837 -1.3270
H -0.6051 -0.9052 -1.3948
H 0.0892 0.5027 -2.2462
S -0.4487 1.1072 -0.0088
O -1.8421 1.4366 -0.3419
C -0.5608 -0.1496 1.3595
C -1.4957 -1.2849 1.0009
O -1.1127 -2.4374 0.8837
N -2.7646 -0.8943 0.8349
C -3.8067 -1.7882 0.3895
H -3.6891 -2.7481 0.8982
H -3.7218 -1.9679 -0.6901
C -5.1600 -1.1535 0.7140
N -5.1559 0.2392 0.3340
C -6.2740 1.0084 0.8505
C -6.2681 2.3101 0.0349
H -5.9250 3.1506 0.6347
H -7.2697 2.5402 -0.3270
C -5.3011 2.0304 -1.1267
H -4.3359 2.4983 -0.9393
H -5.6827 2.3796 -2.0839
C -5.1203 0.5165 -1.0898
H -5.9377 0.0025 -1.6276
H -4.1666 0.2145 -1.5205
H -7.2289 0.4722 0.7102
H -6.1360 1.1799 1.9204
H -5.9630 -1.7292 0.2176
H -5.3271 -1.1968 1.7938
H -2.9887 0.0922 0.7249
H -0.9272 0.3964 2.2273
H 0.4466 -0.5159 1.5404
H 4.2511 2.1419 -0.2684
H 6.5018 3.0068 0.2932
H 9.5084 0.8528 0.6445
H 8.7723 1.8347 1.9106
H 8.9594 2.4991 0.2910

---

Relative energies in hartree: (w) 0.0670; (x) 0.0000

---

(w)
The following is a DFT calculation (ωB97M-V with the def2-TZVPD basis set) of an isolated molecule of C3H3N3OS.

Calculated values
HOMO level: -10.165 eV
net charge: 0
2S+1: 1
SMILES: [H]/N=C1/N/C(=N\[H])C(=O)S1
M: 129.14 g/mol

CARTESIAN COORDINATES (ANGSTROEM)
C 1.3194 -0.1897 0.0236
C -1.0318 0.3267 0.0110
C -1.0653 -1.2352 0.0693
H 3.1827 -0.5691 -0.0472
H 0.4520 1.6411 -0.0269
H -2.0298 1.9277 -0.0755
N 2.5091 0.1904 -0.0237
N 0.2795 0.6828 0.0774
N -2.1530 0.9055 -0.0019
O -2.0943 -1.8458 -0.0208
S 0.6316 -1.8343 0.0149

---

(x)
The following is a DFT calculation (ωB97M-V with the def2-TZVPD basis set) of an isolated molecule of C3H3N3OS.

Calculated values
HOMO level: -9.701 eV
net charge: 0
2S+1: 1
SMILES: [H]/N=c1/ncnc(S)o1
M: 129.14 g/mol

CARTESIAN COORDINATES (ANGSTROEM)
C 0.8404 -0.3546 0.4856
C -1.3017 0.2154 0.9646
C -0.5973 0.4751 -1.1936
H 2.1991 -1.2236 2.0139
H -1.9800 0.3278 1.8093
H 0.2079 0.5830 -2.8499
N -0.0800 -0.2848 1.4158
N -1.6282 0.5156 -0.2463
N -0.7446 0.7987 -2.3778
O 0.6522 0.0242 -0.7497
S 2.4322 -1.0770 0.7280

---

(y)
The following is a DFT calculation (ωB97M-V with the def2-TZVPD basis set) of an isolated molecule of C3H3N3OS.

Calculated values
HOMO level: -10.295 eV
net charge: 0
2S+1: 1
SMILES: [H]/N=C(/C#N)NSC=O
M: 129.14 g/mol

CARTESIAN COORDINATES (ANGSTROEM)
C -1.0624 -0.2786 0.2084
C 2.1077 0.2024 -0.0906
C -2.1551 -0.3786 -0.7433
H -0.2362 -0.9156 1.8409
H -0.3744 1.3015 -0.9253
H 3.1833 0.1674 0.1928
N -0.8935 -1.1534 1.0987
N -0.3310 0.8657 0.0072
N -3.0333 -0.5501 -1.4840
O 1.7461 -0.4884 -1.0011
S 1.0488 1.2277 0.8964

---

Relative energies in hartree: (w) 0.0000; (x) 0.0222; (y) 0.0430

---

(w)
The following is a DFT calculation (ωB97M-V with the def2-TZVPD basis set) of an isolated molecule of C6H4N2.

Calculated values
HOMO level: -10.392 eV
net charge: 0
2S+1: 1
SMILES: [H]/N=C1\C=CC(C#C)=N1
M: 104.11 g/mol

CARTESIAN COORDINATES (ANGSTROEM)
C -1.5028 -0.5581 0.0055
C -1.2638 0.8878 -0.0782
C 0.0938 1.0785 -0.0315
C 0.5713 -0.3352 -0.0926
C 2.0824 -0.5775 -0.0871
C 3.2219 -0.5861 0.0789
H -3.1714 -0.3742 -0.1082
H -2.0684 1.5684 0.4255
H 0.6369 2.0063 -0.1361
H 4.3700 -0.7202 0.0750
N -2.6516 -1.2174 0.0256
N -0.3184 -1.1721 -0.0769

---

(x)
The following is a DFT calculation (ωB97M-V with the def2-TZVPD basis set) of a cluster of 2 separate species, C6H4N2 in total.

Calculated values
HOMO level (spin up / spin down): -9.581 / -8.489 eV
net charge: 0
2S+1: 1
M: 104.11 g/mol

CARTESIAN COORDINATES (ANGSTROEM)
C 0.0361 -0.6625 -1.3248
C -1.0285 -0.9347 -0.3229
C 1.0203 0.7933 0.1583
C 0.0192 0.6645 1.1322
C 1.0314 0.1601 -1.0053
C -0.9373 -0.1610 0.7174
N -2.4838 -1.0398 3.1297
N -2.1164 -0.0574 2.8048
H 0.0426 -1.0745 -2.2870
H -1.8576 -1.5715 -0.5264
H 1.8108 1.5591 0.4836
H -0.1135 1.2315 1.9958

---

Relative energies in hartree: (w) 0.0000; (x) 0.0031